Entry 1:
Formula: C42H33BiF5N8OTe
Source: the OMol25 dataset
Level of theory: wB97M-V/def2-TZVPD

Atoms and positions in Å:
Bi  0.409  0.464  0.411
C  1.842  4.389  -1.543
C  1.766  3.066  -1.096
N  0.647  2.531  -0.671
C  -0.505  3.259  -0.647
C  -0.505  4.606  -1.049
C  0.711  5.154  -1.505
C  -1.709  5.350  -0.997
C  -2.840  4.737  -0.557
C  -2.846  3.375  -0.173
C  -1.711  2.605  -0.230
N  -1.599  1.241  0.041
C  -2.620  0.304  -0.144
C  -3.954  0.484  0.123
C  -4.909  -0.513  -0.187
C  -4.545  -1.715  -0.708
C  -3.166  -1.998  -0.875
C  -2.684  -3.271  -1.241
C  -1.342  -3.527  -1.259
C  -0.465  -2.485  -0.934
N  -0.883  -1.276  -0.639
C  -2.218  -1.000  -0.586
H  2.784  4.782  -1.895
H  2.646  2.439  -1.075
H  0.730  6.188  -1.827
H  -1.705  6.391  -1.288
H  -3.765  5.292  -0.485
H  -3.772  2.963  0.178
H  -4.282  1.360  0.653
H  -5.950  -0.311  0.026
H  -5.277  -2.477  -0.936
H  -3.396  -4.056  -1.464
H  -0.952  -4.505  -1.498
H  0.607  -2.646  -0.919
C  -2.154  1.802  -3.458
C  -1.291  0.589  -3.624
C  -1.770  -0.516  -4.329
C  -0.951  -1.605  -4.526
C  0.338  -1.569  -4.016
C  0.719  -0.451  -3.294
N  -0.065  0.608  -3.091
C  2.105  -0.404  -2.739
C  3.153  -0.651  -3.617
C  4.447  -0.667  -3.141
C  4.655  -0.441  -1.795
C  3.568  -0.191  -0.971
N  2.303  -0.164  -1.432
C  3.830  0.104  0.474
C  4.887  -0.501  1.128
C  5.138  -0.144  2.447
C  4.330  0.789  3.056
C  3.266  1.336  2.339
C  2.355  2.330  3.020
N  3.029  0.999  1.072
H  -2.672  2.033  -4.388
H  -2.912  1.630  -2.694
H  -1.554  2.658  -3.162
H  -2.776  -0.500  -4.724
H  -1.303  -2.470  -5.072
H  1.022  -2.394  -4.158
H  2.937  -0.809  -4.664
H  5.281  -0.841  -3.807
H  5.655  -0.422  -1.388
H  5.495  -1.244  0.635
H  5.957  -0.599  2.987
H  4.495  1.088  4.082
H  2.915  3.255  3.197
H  0.541  2.951  2.868
H  2.060  1.921  3.990
F  -0.667  2.624  3.994
Te  -1.202  0.850  3.322
F  -2.715  1.942  2.870
F  -1.967  0.515  4.965
F  -2.422  -0.567  2.751
F  0.451  0.397  4.348
O  1.200  2.598  2.242
N  1.500  -3.160  3.514
C  1.353  -1.922  2.990
N  0.228  -1.752  2.351
C  -0.434  -2.974  2.477
C  -1.686  -3.368  2.008
C  -2.094  -4.656  2.283
C  -1.290  -5.546  3.017
C  -0.052  -5.166  3.495
C  0.350  -3.868  3.201
H  2.253  -3.464  4.108
H  2.107  -1.161  3.119
H  -2.328  -2.668  1.493
H  -3.067  -4.986  1.944
H  -1.657  -6.540  3.229
H  0.564  -5.839  4.073

Output
LUMO = -0.11158 Ha
Net charge = +1
M = 1097.35 Da
Multiplicity = 1
Total energy = -3115.5414 a.u.

---

Entry 2:
Formula: C42H33F3N3O13
Source: the OMol25 dataset
Level of theory: wB97M-V/def2-TZVPD

Atoms and positions in Å:
F  5.330  -3.081  0.687
C  5.892  -2.058  1.365
F  7.112  -2.421  1.762
F  5.123  -1.888  2.474
C  5.911  -0.795  0.525
O  4.569  -0.423  0.335
C  4.255  0.949  0.506
C  2.859  0.993  1.161
N  2.081  -0.160  0.711
C  1.802  -1.254  1.374
N  1.112  -2.032  0.543
C  1.010  -1.360  -0.632
N  1.599  -0.206  -0.548
H  6.360  -1.060  -0.431
H  6.518  -0.034  1.010
H  4.170  1.448  -0.450
H  4.957  1.471  1.151
H  2.945  0.932  2.242
H  2.300  1.870  0.853
H  2.099  -1.482  2.383
H  0.742  -2.964  0.734
H  0.530  -1.690  -1.538
C  -2.289  -4.962  2.953
C  -3.221  -4.661  3.853
C  -3.607  -3.253  4.117
O  -4.459  -2.973  4.932
C  -2.918  -2.191  3.337
C  -1.988  -2.496  2.438
C  -1.603  -3.904  2.180
O  -0.752  -4.195  1.355
H  -1.991  -5.980  2.741
H  -3.738  -5.418  4.429
H  -3.221  -1.173  3.542
H  -1.479  -1.738  1.855
C  2.441  4.788  -1.408
C  1.907  5.779  -2.115
C  2.714  6.522  -3.121
O  2.233  7.422  -3.768
C  4.133  6.110  -3.301
C  4.657  5.107  -2.600
C  3.844  4.369  -1.608
O  4.291  3.422  -0.985
H  1.874  4.234  -0.670
H  0.875  6.084  -1.995
H  4.702  6.663  -4.038
H  5.681  4.779  -2.723
C  9.109  -1.421  -1.885
C  9.996  -2.117  -2.591
C  10.710  -1.510  -3.745
O  11.514  -2.144  -4.388
C  10.396  -0.096  -4.076
C  9.509  0.598  -3.368
C  8.795  -0.009  -2.219
O  7.987  0.633  -1.576
H  8.584  -1.847  -1.040
H  10.241  -3.147  -2.364
H  10.928  0.327  -4.918
H  9.265  1.628  -3.592
C  -0.117  2.566  -2.730
C  -0.165  1.282  -3.069
C  -1.330  0.436  -2.703
O  -1.358  -0.743  -2.987
C  -2.444  1.083  -1.966
C  -2.394  2.370  -1.631
C  -1.225  3.212  -1.979
O  -1.167  4.381  -1.657
H  0.729  3.194  -2.976
H  0.635  0.791  -3.608
H  -3.290  0.454  -1.718
H  -3.195  2.857  -1.090
C  -7.923  2.676  0.526
C  -7.017  1.982  -0.156
C  -6.401  2.525  -1.391
O  -5.572  1.891  -2.013
C  -6.831  3.871  -1.840
C  -7.737  4.568  -1.159
C  -8.355  4.027  0.079
O  -9.177  4.659  0.701
H  -8.388  2.301  1.428
H  -6.689  0.996  0.150
H  -6.368  4.245  -2.744
H  -8.067  5.552  -1.468
C  -8.832  -5.706  2.726
C  -9.665  -5.558  3.753
C  -9.278  -4.772  4.954
O  -10.035  -4.640  5.889
C  -7.926  -4.154  4.964
C  -7.098  -4.303  3.935
C  -7.484  -5.088  2.740
O  -6.715  -5.218  1.808
H  -9.091  -6.276  1.842
H  -10.654  -5.998  3.768
H  -7.662  -3.585  5.846
H  -6.107  -3.865  3.917

Output
LUMO = -0.15902 Ha
Net charge = +1
M = 844.73 Da
Multiplicity = 1
Total energy = -3061.8259 a.u.

---

Entry 3:
Formula: C42H34CaF9N11OPS
Source: the OMol25 dataset
Level of theory: wB97M-V/def2-TZVPD

Atoms and positions in Å:
Ca  0.625  -0.403  -0.431
N  -0.384  -4.491  1.166
C  0.236  -3.342  1.464
N  -0.011  -2.463  0.521
C  -0.797  -3.140  -0.363
N  -1.045  -4.377  0.013
C  -1.269  -2.569  -1.619
C  -2.032  -3.317  -2.519
N  -2.452  -2.801  -3.660
C  -2.116  -1.546  -3.929
C  -1.332  -0.802  -3.057
N  -0.914  -1.315  -1.905
H  -0.415  -5.358  1.681
H  0.857  -3.188  2.328
H  -2.298  -4.343  -2.306
H  -2.482  -1.136  -4.860
H  -1.026  0.215  -3.274
S  0.786  1.849  -1.795
C  2.191  1.327  -2.681
N  2.752  2.235  -3.458
N  3.662  1.972  -4.358
C  3.962  0.800  -5.074
C  5.244  0.673  -5.603
C  5.557  -0.405  -6.413
C  4.591  -1.353  -6.712
C  3.311  -1.223  -6.188
C  2.993  -0.157  -5.369
N  2.798  0.129  -2.593
N  2.477  -0.704  -1.678
C  3.310  -1.824  -1.610
C  3.237  -2.628  -0.470
C  4.029  -3.756  -0.358
C  4.901  -4.098  -1.382
C  4.995  -3.293  -2.509
C  4.212  -2.162  -2.629
H  4.157  2.801  -4.656
H  5.990  1.424  -5.377
H  6.557  -0.500  -6.812
H  4.829  -2.191  -7.350
H  2.551  -1.953  -6.429
H  1.991  -0.040  -4.982
H  2.583  -2.335  0.340
H  3.986  -4.366  0.534
H  5.513  -4.984  -1.300
H  5.689  -3.541  -3.300
H  4.274  -1.530  -3.503
F  -8.464  2.598  3.683
C  -8.429  1.851  2.565
F  -9.102  2.519  1.618
F  -9.126  0.728  2.829
C  -7.018  1.533  2.156
C  -6.119  1.126  3.133
C  -4.818  0.809  2.783
C  -4.414  0.892  1.454
C  -5.325  1.298  0.483
C  -6.626  1.622  0.828
P  -2.692  0.569  0.876
C  -1.989  -0.268  2.349
C  -2.529  -1.516  2.668
C  -1.976  -2.295  3.667
C  -0.868  -1.821  4.357
C  -0.332  -0.574  4.069
C  -0.886  0.197  3.061
C  -0.147  -2.680  5.355
F  -0.712  -3.885  5.513
F  1.124  -2.911  4.921
F  -0.041  -2.113  6.559
C  -2.102  2.307  1.020
C  -1.749  2.932  -0.170
C  -1.277  4.236  -0.174
C  -1.147  4.907  1.030
C  -1.542  4.313  2.225
C  -2.041  3.026  2.214
C  -0.510  6.267  1.079
F  -0.310  6.796  -0.132
F  -1.226  7.147  1.792
F  0.706  6.183  1.677
H  -6.435  1.067  4.165
H  -4.126  0.497  3.552
H  -5.009  1.364  -0.551
H  -7.329  1.946  0.075
H  -3.388  -1.880  2.118
H  -2.389  -3.265  3.906
H  0.516  -0.211  4.634
H  -0.451  1.158  2.830
H  -1.830  2.392  -1.105
H  -0.988  4.713  -1.099
H  -1.461  4.864  3.152
H  -2.375  2.579  3.141
C  3.689  0.101  3.087
N  3.110  1.332  2.583
C  2.142  1.355  1.647
N  1.684  2.565  1.262
O  1.635  0.298  1.214
H  3.789  0.149  4.170
H  4.674  -0.075  2.651
H  3.027  -0.719  2.824
H  3.577  2.191  2.828
H  2.167  3.409  1.523
H  1.190  2.588  0.370

Output
LUMO (alpha / beta) = -0.12264 / -0.12367 Ha
Net charge = +1
M = 982.91 Da
Multiplicity = 1
Total energy = -4614.3953 a.u.

---

Entry 4:
Formula: C42H34GeN6O2Pd
Source: the OMol25 dataset
Level of theory: wB97M-V/def2-TZVPD

Atoms and positions in Å:
Pd  -1.889  0.250  0.183
N  -1.493  0.231  4.456
C  -1.268  0.928  3.347
N  -1.718  0.242  2.322
C  -2.224  -0.923  2.866
N  -2.098  -0.958  4.187
C  -2.814  -1.872  1.978
C  -3.424  -3.057  2.386
N  -3.996  -3.916  1.572
C  -3.958  -3.561  0.242
C  -3.371  -2.422  -0.215
N  -2.767  -1.538  0.621
H  -1.266  0.473  5.404
H  -0.804  1.900  3.315
H  -3.432  -3.286  3.447
H  -4.427  -4.240  -0.457
H  -3.359  -2.184  -1.270
C  -1.198  -0.763  -3.868
C  -2.184  -0.043  -4.530
C  -3.078  0.731  -3.809
C  -2.992  0.792  -2.419
C  -2.003  0.056  -1.766
C  -1.107  -0.715  -2.482
C  -3.927  1.566  -1.584
C  -4.857  2.490  -2.123
C  -5.706  3.146  -1.291
C  -5.684  2.878  0.097
C  -6.575  3.485  1.010
C  -6.537  3.156  2.334
C  -5.611  2.197  2.795
C  -4.727  1.605  1.937
C  -4.735  1.945  0.566
N  -3.856  1.342  -0.286
H  -0.489  -1.360  -4.428
H  -2.257  -0.086  -5.609
H  -3.848  1.278  -4.337
H  -0.328  -1.260  -1.968
H  -4.869  2.678  -3.186
H  -6.414  3.869  -1.679
H  -7.293  4.206  0.637
H  -7.226  3.615  3.031
H  -5.608  1.918  3.841
H  -4.034  0.853  2.280
O  -0.814  1.999  -0.208
C  0.351  1.477  -0.266
O  0.512  0.256  -0.063
C  1.540  2.342  -0.583
C  2.772  1.957  0.232
Ge  3.442  0.119  -0.014
C  2.823  -1.166  1.320
C  1.925  -0.822  2.327
C  1.498  -1.762  3.254
C  1.957  -3.070  3.184
C  2.855  -3.427  2.189
C  3.285  -2.480  1.270
C  5.394  0.251  0.179
C  5.966  1.165  1.064
C  7.341  1.226  1.244
C  8.171  0.367  0.537
C  7.620  -0.548  -0.348
C  6.244  -0.603  -0.523
C  3.125  -0.573  -1.812
C  2.321  -1.688  -2.033
C  2.124  -2.181  -3.315
C  2.718  -1.553  -4.401
C  3.518  -0.436  -4.198
C  3.726  0.041  -2.910
H  1.265  3.388  -0.442
H  1.738  2.200  -1.651
H  2.591  2.130  1.297
H  3.599  2.615  -0.044
H  1.531  0.187  2.377
H  0.793  -1.482  4.027
H  1.611  -3.807  3.897
H  3.218  -4.445  2.125
H  3.989  -2.776  0.499
H  5.334  1.843  1.628
H  7.765  1.943  1.936
H  9.244  0.413  0.675
H  8.264  -1.219  -0.903
H  5.828  -1.316  -1.228
H  1.838  -2.173  -1.190
H  1.503  -3.057  -3.467
H  2.565  -1.936  -5.402
H  3.987  0.057  -5.040
H  4.374  0.899  -2.763

Output
LUMO (alpha / beta) = -0.01672 / -0.02588 Ha
M = 833.80 Da
Multiplicity = 3
Total energy = -4304.7104 a.u.

---

Entry 5:
Formula: C42H34N8O2PRhSe
Source: the OMol25 dataset
Level of theory: wB97M-V/def2-TZVPD

Atoms and positions in Å:
Rh  -0.945  0.468  -0.040
C  -0.726  2.907  -3.761
C  -1.204  2.026  -2.799
N  -0.439  1.681  -1.770
C  0.813  2.165  -1.693
C  1.247  3.082  -2.647
N  0.480  3.449  -3.661
C  1.598  1.688  -0.544
C  2.977  1.745  -0.471
C  3.635  1.138  0.599
C  2.847  0.639  1.639
C  1.461  0.595  1.520
N  0.866  1.055  0.389
C  0.518  0.021  2.477
C  0.179  -2.374  2.620
N  -1.242  -2.511  2.671
C  -2.069  -1.563  2.924
C  -1.836  -0.158  2.821
N  -0.732  0.411  2.315
C  5.097  0.927  0.581
C  5.643  -0.187  1.217
C  7.011  -0.405  1.145
N  7.825  0.398  0.475
C  7.317  1.449  -0.151
C  5.963  1.757  -0.125
H  -1.331  3.194  -4.613
H  -2.198  1.600  -2.841
H  2.221  3.555  -2.583
H  3.533  2.184  -1.287
H  3.301  0.270  2.544
H  0.561  -3.264  3.134
H  -3.101  -1.870  3.079
H  -2.696  0.495  2.918
H  5.017  -0.897  1.739
H  7.467  -1.256  1.637
H  8.021  2.065  -0.697
H  5.611  2.646  -0.634
O  -4.599  -1.050  0.334
C  -3.496  -1.185  -0.167
O  -2.773  -0.182  -0.581
C  -2.988  -2.598  -0.360
C  -3.954  -3.592  -0.494
C  -3.590  -4.925  -0.568
C  -2.251  -5.287  -0.499
C  -1.281  -4.311  -0.376
C  -1.644  -2.964  -0.318
P  -0.291  -1.778  -0.140
C  0.732  -2.429  1.208
C  0.786  -1.151  3.391
C  2.176  -1.490  3.830
C  2.988  -2.457  3.318
C  2.928  -3.131  2.070
C  1.994  -2.934  1.037
C  0.679  -1.907  -1.667
C  1.988  -1.422  -1.723
C  2.702  -1.470  -2.908
C  2.104  -1.966  -4.060
C  0.788  -2.402  -4.021
C  0.073  -2.373  -2.833
H  -4.994  -3.302  -0.527
H  -4.353  -5.686  -0.665
H  -1.965  -6.329  -0.533
H  -0.234  -4.585  -0.317
H  0.174  -1.006  4.289
H  2.506  -0.992  4.736
H  3.884  -2.668  3.893
H  3.770  -3.771  1.834
H  2.306  -3.214  0.038
H  2.458  -1.026  -0.833
H  3.730  -1.131  -2.934
H  2.662  -2.011  -4.986
H  0.318  -2.777  -4.921
H  -0.950  -2.728  -2.808
C  -5.803  1.856  0.440
N  -5.359  3.208  0.151
C  -6.153  4.214  -0.310
C  -5.374  5.324  -0.439
N  -4.111  4.976  -0.067
C  -2.963  5.871  -0.047
C  -4.101  3.670  0.294
Se  -2.608  2.769  0.960
H  -6.882  1.799  0.330
H  -5.530  1.574  1.453
H  -5.335  1.144  -0.230
H  -7.202  4.078  -0.507
H  -5.631  6.318  -0.762
H  -3.311  6.893  -0.159
H  -2.281  5.633  -0.863
H  -2.430  5.779  0.895

Output
LUMO (alpha / beta) = -0.21838 / -0.31600 Ha
Net charge = +2
M = 895.63 Da
Multiplicity = 5
Total energy = -5062.1684 a.u.